{"formula": "C11H10ClNOV", "method": "ωB97M-V/def2-TZVPD", "lumo_ev": [5.4, 5.4], "multiplicity": 4, "s_squared": 3.76, "e_above_lowest_kj_mol": 100.08, "orbital_gap_ev": [5.925, 5.911], "total_charge": -2, "elements": ["C", "C", "C", "H", "C", "C", "H", "H", "H", "H", "V", "Cl", "C", "C", "C", "H", "C", "C", "H", "H", "H", "H", "O", "C", "N"], "positions_angstrom": [[0.90827, -1.97739, 2.45598], [0.96592, -1.98969, 1.02184], [-0.39140, -1.94694, 0.52305], [1.89077, -2.09111, 0.43730], [-1.30085, -1.89586, 1.62940], [-0.49252, -2.00448, 2.82447], [-0.93745, -2.03129, 3.84427], [1.76233, -1.99104, 3.15818], [-0.68440, -2.03674, -0.53070], [-2.40508, -1.90835, 1.61562], [0.00749, -0.33539, 1.72327], [1.05162, 1.83553, 2.98447], [0.11006, 2.93392, -3.09868], [-1.13514, 2.28602, -3.44620], [-0.82070, 1.03628, -4.10193], [-2.14147, 2.67973, -3.25993], [0.61880, 0.91209, -4.16043], [1.19403, 2.08485, -3.54025], [2.26455, 2.29918, -3.43797], [0.21412, 3.90568, -2.60202], [-1.54603, 0.31633, -4.50057], [1.17602, 0.08137, -4.61078], [0.01581, 0.01425, 6.21862], [-0.08971, -0.16143, 5.02359], [-0.23506, -0.01549, 3.82941]], "forces_ev_per_a": [[-0.244, -2.434, 0.226], [0.033, -1.608, -0.575], [0.364, -1.250, -1.382], [-0.668, 0.278, 0.184], [0.104, -2.224, 0.727], [-0.842, -2.221, -0.022], [0.687, -0.173, -1.400], [-0.776, 0.222, -0.615], [0.238, 0.342, 0.524], [0.900, 0.154, -0.119], [0.560, 7.324, 3.117], [1.220, 1.348, -1.934], [-0.130, -1.249, -0.786], [1.340, -0.471, -0.323], [0.927, 0.950, 0.430], [0.420, -0.181, -0.029], [-0.712, 1.121, 0.508], [-1.443, -0.230, -0.242], [-0.463, -0.114, 0.018], [-0.043, -0.460, -0.151], [0.295, 0.276, 0.203], [-0.231, 0.324, 0.230], [0.275, -0.855, 0.144], [-0.927, 2.171, -2.690], [-0.883, -1.039, 3.955]]}